(1)
A 4-piece molecular cluster, C5H18NO2 overall in a non-equilibrium geometry, computed with ωB97M-V/def2-TZVPD.

Energy: -406.07150 a.u.
ΔE to the lowest compared entry with this formula, charge and spin: 6.8113 eV
Frontier orbital gap: 0.219 Eh

The geometry in ORCA input format:
```
! wB97M-V def2-TZVPD RIJCOSX def2/J DEFGRID3
* xyz 1 1
C -0.8835 2.1531 -1.0814
C -0.9562 0.9937 0.0799
C 0.1072 1.3856 1.0896
C 0.4095 0.2255 2.1278
C -0.7549 -0.1315 3.0505
N -0.7899 -0.2486 -0.4531
H 0.1525 2.2204 -1.4028
H -1.5212 1.9293 -1.9364
H -1.1954 3.0892 -0.6277
H -1.9187 1.1579 0.6117
H -0.2487 2.2498 1.6539
H 1.0775 1.6078 0.6481
H 1.3025 0.5207 2.6723
H 0.6479 -0.6145 1.4791
H -1.6160 -0.4082 2.4324
H -1.0713 0.7479 3.6183
H -0.5922 -0.9399 3.7568
H -1.7238 -5.8066 0.5034
H -1.1850 -5.6493 0.0349
H -1.4353 -0.3408 -1.2647
H 0.7792 -0.2470 -1.2173
H 2.0378 0.0346 -2.1208
O 1.7127 -0.0453 -1.2184
H 2.8356 -0.7485 -4.6412
H 2.3036 -2.0185 -3.9932
O 2.5264 -1.1168 -3.8018
*
```

---

(2)
C25H41F3GdO2P2 as an isolated structure in a non-equilibrium geometry, computed with ωB97M-V/def2-TZVPD.

Energy: -2875.41780 a.u.
ΔE to the lowest compared entry with this formula, charge and spin: 0.0000 eV
Frontier orbital gap (alpha / beta): 0.201 / 0.273 Eh

The geometry in ORCA input format:
```
! wB97M-V def2-TZVPD RIJCOSX def2/J DEFGRID3
* xyz 1 8
Gd -1.2068 1.1966 0.3852
C -0.2352 3.6894 1.2937
C 0.1194 3.5717 -0.0957
C -2.1318 4.0543 0.0438
C -1.6227 3.9942 1.3671
C -1.0645 3.7820 -0.8651
C 0.7051 3.6755 2.4398
H 1.6057 3.0905 2.2165
H 0.2335 3.2294 3.3243
H 1.0396 4.6875 2.7298
C -2.3979 4.2760 2.5982
H -1.7345 4.3632 3.4647
H -3.1093 3.4624 2.7906
H -2.9716 5.2103 2.5016
C -3.5109 4.4431 -0.3253
H -3.6521 5.5396 -0.2625
H -4.2492 3.9771 0.3462
H -3.7381 4.1384 -1.3558
C -1.1657 3.8353 -2.3380
H -1.1455 4.8723 -2.7098
H -2.1060 3.3814 -2.6750
H -0.3326 3.2969 -2.8031
C 1.4968 3.4348 -0.6435
H 1.9434 4.4155 -0.8830
H 1.4875 2.8455 -1.5733
H 2.1647 2.9334 0.0730
C 1.9548 -4.0575 1.0362
C 3.0936 -3.3488 1.0832
C 4.2507 -3.4592 0.1302
C 3.8460 -3.8420 -1.3240
C 2.6441 -3.1042 -1.8187
C 1.3879 -3.5875 -1.8206
C 0.9443 -4.8535 -1.1513
C 1.7265 -5.2301 0.1378
H 4.9842 -4.2060 0.5110
H 3.7404 -4.9406 -1.4040
H 4.8079 -2.5010 0.0840
H 2.6651 -5.7519 -0.1217
H 1.2567 -4.0161 1.8721
H 3.3510 -2.8441 2.0203
H 1.1087 -5.9696 0.6907
H -0.1304 -4.7895 -0.8829
H 0.6549 -3.1980 -2.5338
H 1.0285 -5.6898 -1.8806
H 4.7069 -3.5779 -1.9764
H 2.9085 -2.2054 -2.3767
P 0.5829 -0.5366 1.3248
C 0.0833 -1.5611 2.6968
C 2.3579 -0.3257 1.1775
P -0.4881 -0.3392 -1.7213
C 0.0376 -1.4312 -0.2154
C 0.9001 -0.3455 -2.8677
C -1.8939 -1.2076 -2.4654
H -1.0063 -1.4617 2.8411
H 0.5891 -1.1917 3.5995
H 0.3419 -2.6039 2.4949
H 2.8172 -1.2974 0.9834
H 2.7402 0.0819 2.1227
H 2.6257 0.3526 0.3544
H -1.6800 -2.2836 -2.5440
H -2.0573 -0.7643 -3.4603
H -2.8012 -1.0364 -1.8570
H -0.7773 -2.1402 0.0047
H 0.9206 -2.0037 -0.5293
H 0.5513 0.1176 -3.8047
H 1.2686 -1.3636 -3.0582
H 1.7174 0.2715 -2.4562
F -5.8717 0.9541 2.1409
C -5.1826 0.1797 1.2706
F -5.0002 -1.0199 1.8826
F -5.9415 0.0011 0.1624
C -3.7768 0.7997 0.9465
O -2.9481 0.9303 1.9162
O -3.4603 1.0012 -0.2585
*
```

---

(3)
One molecule with the formula C3H10N2S in a non-equilibrium geometry, computed with ωB97M-V/def2-TZVPD.

Structure (SMILES): CNN(C)SC
Energy: -627.90201 a.u.
ΔE to the lowest compared entry with this formula, charge and spin: 2.5204 eV
Frontier orbital gap: 0.329 Eh

The geometry in ORCA input format:
```
! wB97M-V def2-TZVPD RIJCOSX def2/J DEFGRID3
* xyz 0 1
C -1.0268 -0.9491 -1.5344
C -0.6654 -0.7123 1.8312
C 1.9976 1.4396 -0.3194
N -1.1312 0.0385 -0.4507
N -0.0825 -0.0547 0.6547
S 0.6434 1.4790 0.9329
H -2.0043 -0.8606 -2.0124
H -0.2259 -0.9809 -2.1923
H -0.8662 -1.9407 -1.0341
H -1.0819 -1.6799 1.5072
H -0.0961 -0.8817 2.7157
H -1.4451 -0.0885 2.3079
H 2.6394 2.2438 -0.0309
H 1.6058 1.4929 -1.3264
H 2.6366 0.5278 -0.1147
H -0.8972 0.9266 -0.9343
*
```

---

(4)
A 2-piece molecular cluster, C6H12S overall in a non-equilibrium geometry, computed with ωB97M-V/def2-TZVPD.

Energy: -633.85317 a.u.
ΔE to the lowest compared entry with this formula, charge and spin: 3.5780 eV
Frontier orbital gap: 0.318 Eh

The geometry in ORCA input format:
```
! wB97M-V def2-TZVPD RIJCOSX def2/J DEFGRID3
* xyz 0 1
C -1.6488 -1.1444 -0.5203
C -0.9087 -0.5159 0.6364
C -0.3961 0.8284 0.6091
C -0.4168 1.7356 -0.5896
C 0.6357 -0.3118 0.7722
C 1.5938 -0.7611 -0.3379
H -2.6312 -0.6775 -0.5629
H -1.7900 -2.3159 -0.4787
H -1.0585 -0.9728 -1.4426
H -1.3927 -0.8623 1.6322
H -0.7603 1.3219 1.4964
H -1.4756 2.0665 -0.7694
H 0.0697 1.0927 -1.3043
H 0.3550 2.6410 -0.4361
H 1.0557 -0.5007 1.7689
H 1.7916 -1.8383 -0.0996
H 1.0639 -0.9185 -1.3937
H 2.6821 1.2173 1.1174
S 3.2314 -0.0842 -0.0974
*
```

---

(5)
C3H7CsNO9S2 as an isolated structure in a non-equilibrium geometry, computed with ωB97M-V/def2-TZVPD.

Energy: -1666.86525 a.u.
ΔE to the lowest compared entry with this formula, charge and spin: 2.5060 eV
Frontier orbital gap: 0.110 Eh

The geometry in ORCA input format:
```
! wB97M-V def2-TZVPD RIJCOSX def2/J DEFGRID3
* xyz -3 1
Cs 0.4492 2.7054 0.5858
S -2.2401 3.4359 -1.7883
O -2.3336 3.3176 -0.3339
O -0.8620 3.8589 -1.9454
O -2.4003 2.0657 -2.3861
O -3.2787 4.2691 -2.3371
S -1.8342 -0.3653 2.8708
O -3.2541 0.0874 2.9514
O -0.9809 0.6248 2.1964
O -1.2987 -0.5930 4.2221
O -1.8780 -1.5432 2.0303
C 2.1195 -1.1761 -2.2915
C 1.8242 -0.8856 -0.8007
O 1.8961 0.3337 -0.4930
N 1.5492 -1.9360 -0.0507
C 1.0613 -1.9719 1.3100
H 2.6120 -2.0812 -2.6471
H 2.8083 -0.3978 -2.6201
H 1.3559 -0.8590 -3.0018
H 1.8205 -2.8291 -0.4366
H 0.0720 -2.4283 1.3448
H 1.0653 -0.9851 1.7729
H 1.7273 -2.6466 1.8479
*
```

---

(6)
A 5-piece molecular cluster, C40H85FIN5O10PS2 overall in a non-equilibrium geometry, computed with ωB97M-V/def2-TZVPD.

Energy: -4136.25458 a.u.
Frontier orbital gap: 0.284 Eh

The geometry in ORCA input format:
```
! wB97M-V def2-TZVPD RIJCOSX def2/J DEFGRID3
* xyz 1 1
C 4.8707 2.1692 2.7221
C 5.9917 1.5836 1.8668
O 5.9015 1.9221 0.4933
C 4.8071 1.3913 -0.2044
C 5.0135 -0.0985 -0.4857
O 3.8154 -0.8641 -0.6404
C 3.3882 -0.9880 -1.9510
N 2.1626 -0.2322 -2.3010
C 2.3698 0.9392 -3.1583
C 3.0559 0.6480 -4.5080
C 1.0058 -0.6447 -1.8519
N 0.9385 -1.6914 -0.9937
C -0.3695 -2.0321 -0.3725
C -0.0396 -2.4109 1.0777
C -1.2476 -2.8197 1.9393
C -1.6220 -1.8528 3.0657
S -2.6694 -0.4471 2.6118
C -4.0932 -1.1038 1.8225
S -4.6416 -2.5983 2.1678
N -4.6795 -0.1552 0.9642
C -5.0989 -0.6723 -0.3442
C -6.4392 -0.0935 -0.7394
O -7.3892 -0.4549 0.2303
C -7.1570 0.2440 1.4397
C -5.6949 0.6765 1.6546
N -0.9394 -3.1381 -1.1708
C -2.3783 -3.1017 -1.4230
C -0.3788 -4.4007 -0.8848
C -1.1669 -5.4938 -0.2203
O 0.7848 -4.5769 -1.1744
O -1.2375 -0.9680 -0.3117
C -1.2208 0.0862 -1.2750
C -1.1217 1.4356 -0.5415
C -0.1806 1.4751 0.6517
C -0.1599 2.8802 1.2707
F -1.4119 3.4807 1.1743
N -0.1557 -0.0180 -2.2787
P -0.5707 -0.3489 -3.9813
O -2.1675 -0.5702 -3.8333
I 0.2448 -2.6657 -4.4225
H 4.0513 1.4536 2.8165
H 4.4691 3.0651 2.2506
H 5.2229 2.3921 3.7249
H 6.9455 1.9910 2.1972
H 6.0525 0.5039 2.0262
H 3.8366 1.5476 0.2796
H 4.7763 1.9376 -1.1509
H 5.6778 -0.2473 -1.3381
H 5.5236 -0.5213 0.3775
H 4.1693 -0.6840 -2.6421
H 3.1702 -2.0394 -2.1517
H 1.4406 1.4732 -3.3215
H 3.0075 1.6102 -2.5798
H 3.9552 1.2646 -4.5459
H 3.3474 -0.3907 -4.6285
H 2.4368 0.9954 -5.3321
H 1.3401 -2.5291 -1.4286
H 0.3784 -1.4933 1.4991
H 0.7716 -3.1352 1.0952
H -2.1351 -3.0452 1.3535
H -0.9910 -3.7508 2.4482
H -2.0825 -2.3922 3.8898
H -0.7173 -1.3884 3.4612
H -4.3674 -0.3718 -1.1074
H -5.1630 -1.7586 -0.3633
H -6.7271 -0.5157 -1.7016
H -6.3861 0.9932 -0.8750
H -7.7562 1.1640 1.4293
H -7.5372 -0.3555 2.2638
H -5.4919 0.6132 2.7234
H -5.5515 1.7157 1.3668
H -2.9950 -2.9356 -0.5394
H -2.6161 -2.3364 -2.1561
H -2.6712 -4.0528 -1.8618
H -0.8971 -5.4753 0.8354
H -2.2438 -5.3653 -0.2720
H -0.8965 -6.4523 -0.6500
H -2.1938 0.1082 -1.7557
H -2.1210 1.7393 -0.2462
H -0.7450 2.1413 -1.2857
H -0.4901 0.7738 1.4215
H 0.8515 1.2267 0.3825
H 0.0758 2.8312 2.3330
H 0.5681 3.5243 0.7757
H -2.4706 -1.3180 -4.3655
C -0.3485 -1.1502 8.8946
C -1.1438 -1.2959 7.6095
O -0.4006 -1.8347 6.5255
C 0.1239 -3.1345 6.7248
C -0.9305 -4.1955 6.9926
H 0.5326 -0.5276 8.7322
H -0.9675 -0.6850 9.6617
H -0.0095 -2.1121 9.2814
H -1.4748 -0.3131 7.2753
H -2.0502 -1.8861 7.7761
H 0.8729 -3.1286 7.5241
H 0.6544 -3.3742 5.8013
H -1.4741 -4.0086 7.9186
H -0.4604 -5.1757 7.0767
H -1.6585 -4.2274 6.1797
C 7.1111 4.1986 -2.7696
C 7.0137 3.2067 -3.9154
O 5.7797 3.2463 -4.6152
C 5.4513 4.4798 -5.2357
C 6.4574 4.9374 -6.2761
H 6.2983 4.0460 -2.0572
H 8.0581 4.0705 -2.2459
H 7.0616 5.2312 -3.1161
H 7.0874 2.1907 -3.5245
H 7.8505 3.3364 -4.6093
H 5.2973 5.2586 -4.4808
H 4.4856 4.3094 -5.7135
H 7.4362 5.1400 -5.8406
H 6.1104 5.8560 -6.7492
H 6.5847 4.1758 -7.0465
C -6.6567 -0.9874 9.1420
C -5.5612 -0.1045 8.5704
O -4.7521 -0.7431 7.5975
C -5.4143 -1.2141 6.4405
C -6.1162 -0.1221 5.6524
H -6.2305 -1.8936 9.5741
H -7.1979 -0.4514 9.9217
H -7.3806 -1.2873 8.3833
H -4.8739 0.1848 9.3653
H -5.9853 0.8227 8.1687
H -6.1168 -2.0155 6.6962
H -4.6366 -1.6645 5.8208
H -6.9109 0.3512 6.2299
H -6.5592 -0.5365 4.7444
H -5.4071 0.6585 5.3683
C 2.4561 3.2607 -9.6784
C 2.8182 1.9711 -8.9638
O 1.8640 1.5570 -7.9986
C 0.5580 1.2999 -8.4791
C 0.4861 0.2133 -9.5373
H 2.3059 4.0678 -8.9599
H 3.2577 3.5460 -10.3596
H 1.5427 3.1625 -10.2660
H 3.7447 2.1104 -8.4057
H 3.0037 1.1692 -9.6863
H 0.0878 2.2211 -8.8406
H -0.0042 0.9868 -7.5970
H 1.0157 0.4925 -10.4483
H -0.5533 0.0221 -9.8048
H 0.9267 -0.7130 -9.1655
*
```